64
Properties=species:S:1:pos:R:3:nbo_charge:R:1 method="wB97M-V/def2-TZVPD" de_lowest_kj_mol=793.9 energy_ev=-36059.123 homo_energy_ha=-0.3671 lumo_ha=-0.003
O 0.284 -0.287 -2.974 -0.929
H 2.624 -1.429 -0.746 0.477
H 2.776 -1.129 -3.091 0.478
H 1.822 1.691 2.692 0.493
H -0.250 2.915 4.209 0.477
H -0.990 4.375 1.634 0.472
O 2.640 -1.001 -4.041 -0.954
O 1.139 2.044 -2.326 -1.017
O 3.657 -1.034 2.620 -0.982
C -1.354 0.793 -0.064 -0.238
H -4.632 -1.646 0.992 0.457
O -4.754 -1.789 0.032 -0.903
H 1.007 -0.739 -2.995 0.483
O -1.332 3.769 2.229 -0.931
H -1.814 0.761 -2.196 0.204
H 1.224 -2.549 0.794 0.194
H -3.525 -0.597 3.029 0.477
H -1.689 0.770 0.904 0.211
H 3.062 -1.668 2.938 0.456
H 2.101 1.448 1.201 0.498
C -1.363 -1.748 0.059 -0.215
H 3.549 -2.421 -1.328 0.467
H -0.592 1.537 -0.361 0.181
H 2.601 3.117 -0.784 0.509
O -3.583 0.142 2.461 -0.940
H -2.931 2.714 -2.309 0.211
H -4.371 1.612 -1.990 0.221
H -0.319 -0.415 -2.346 0.489
O 0.080 2.188 3.794 -0.912
H 1.569 4.412 0.223 0.470
H 2.882 0.006 -4.126 0.469
H -1.493 3.024 1.732 0.461
C -0.650 -3.023 -0.277 -0.241
H 0.518 2.796 -2.521 0.470
H 5.483 -1.947 0.977 0.479
H 0.252 2.402 2.996 0.442
H -4.330 -1.161 -0.395 0.454
C -1.685 -4.146 -0.275 -0.624
C -2.363 0.863 -1.237 -0.427
O 5.484 -1.704 0.107 -0.951
C 0.536 -3.319 0.721 -0.603
H -2.920 -0.051 -1.407 0.189
H 1.105 -4.149 0.484 0.215
C -3.396 2.038 -1.579 -0.619
H -2.707 -3.852 0.077 0.220
H -2.261 -1.768 -0.587 0.183
H -0.146 -2.827 -1.298 0.212
H 0.566 1.206 -2.434 0.502
H -1.375 -5.101 0.344 0.210
O 2.817 -2.067 -1.400 -0.923
H 5.587 -0.734 0.090 0.473
H 3.094 -0.265 2.482 0.493
H 0.133 -3.687 1.612 0.200
H -1.715 -4.472 -1.302 0.225
H 0.287 -0.532 0.113 0.363
H 2.669 4.877 1.049 0.459
H -4.173 -0.081 1.600 0.463
O 2.213 1.022 2.056 -0.981
H 1.290 2.425 -0.531 0.496
H -3.654 2.565 -0.611 0.209
H -1.871 -1.768 1.011 0.181
O 1.946 2.829 -0.035 -0.978
N -0.581 -0.436 -0.365 -0.666
O 1.823 5.200 0.670 -0.961

26
Properties=species:S:1:pos:R:3:nbo_charge:R:1 method="wB97M-V/def2-TZVPD" de_lowest_kj_mol=596.6 energy_ev=-19212.301 homo_energy_ha="-0.2621 / -0.2620" lumo_ha="-0.019 / -0.020"
C -0.287 -2.823 -1.239 -0.186
C -0.279 1.534 -4.129 0.556
C -0.396 -0.481 -2.667 0.080
O -4.258 1.375 -1.082 -0.515
H -0.139 3.142 0.610 0.206
H -0.425 -3.851 -3.130 0.215
O -2.826 1.078 -2.856 -0.530
C -3.539 1.218 -1.978 1.043
H 2.003 0.500 0.216 0.214
H -0.658 0.151 1.343 0.161
C -0.242 -1.659 -0.615 -0.229
H 1.707 1.908 1.231 0.204
H -0.184 -1.720 -4.499 0.220
C -0.267 -1.753 -3.401 -0.185
H -0.855 2.408 2.206 0.198
H 1.344 0.406 1.979 0.208
C -0.149 0.970 0.681 -0.045
C -0.710 2.424 1.065 -0.598
H -0.181 -1.824 0.504 0.212
H -0.342 -3.741 -0.720 0.212
H -1.719 2.474 0.828 0.205
N -0.334 0.808 -0.741 -0.532
O -0.326 0.591 -3.425 -0.363
C 1.372 0.923 1.048 -0.626
C -0.321 -2.884 -2.659 -0.292
C -0.349 -0.355 -1.218 0.165

13
Properties=species:S:1:pos:R:3:nbo_charge:R:1 method="wB97M-V/def2-TZVPD" de_lowest_kj_mol=143.0 energy_ev=-7334.568 smiles="CC=O.CO" homo_energy_ha=-0.3687 lumo_ha=0.033
C 2.469 -0.787 -1.278 -0.721
H 2.641 0.069 -1.937 0.228
H -2.834 -0.815 0.839 0.478
C -2.126 1.033 1.138 -0.242
O 0.314 -1.184 -0.323 -0.522
C 1.258 -0.457 -0.435 0.451
H 2.314 -1.682 -1.866 0.234
H -1.188 0.720 0.683 0.170
H 1.316 0.582 -0.048 0.097
H -2.350 2.056 0.830 0.174
H -2.042 1.147 2.228 0.153
H 3.353 -0.793 -0.637 0.235
O -3.124 0.111 0.806 -0.734

107
Properties=species:S:1:pos:R:3:mulliken_charge:R:1 method="wB97M-V/def2-TZVPD" de_lowest_kj_mol=155.7 energy_ev=-112464.990 total_charge=+1 homo_energy_ha=-0.3901 lumo_ha=-0.073
H -5.362 4.405 -1.936 0.417
H -1.171 4.295 1.492 0.534
H 1.135 1.812 2.989 0.136
C -4.837 -2.888 0.228 -1.152
H 2.012 0.613 -3.888 0.620
C 1.352 -2.699 -4.020 -1.193
C 1.810 0.822 4.674 -0.838
H 4.422 -0.528 1.458 0.221
C -4.394 -2.955 2.589 -0.752
S -1.172 0.640 -1.676 1.024
C 2.049 3.459 -1.353 -0.412
C -3.581 1.282 1.604 -0.739
H 0.740 -1.999 -0.767 -0.212
C 2.684 4.597 -1.827 -0.946
H 4.505 0.347 4.234 0.277
N 3.931 -0.065 2.251 -0.170
H -2.297 -1.769 -6.643 0.433
O 3.998 -1.815 -1.952 -0.767
C 1.025 -1.849 -1.797 1.198
S 1.649 0.748 -1.066 1.487
H -2.689 -1.813 3.240 0.456
C 1.865 -3.834 3.108 -1.033
H -6.017 -3.982 1.640 0.421
N 1.276 -3.214 1.937 -0.168
H 5.028 3.125 -3.765 0.465
H 1.664 -3.564 1.069 0.219
N -0.501 -1.080 1.820 -0.952
H 0.262 -3.264 1.934 0.172
H 2.493 -0.724 6.025 0.223
H 1.210 3.520 -0.680 0.327
O 5.127 -1.176 0.109 -0.977
C 1.466 -0.614 -2.225 1.470
C -1.842 3.451 1.525 -0.835
H -5.885 2.011 -1.682 0.508
O 3.355 0.180 -0.702 -0.662
H -1.176 3.471 -1.867 0.548
H -2.379 -3.147 -4.602 0.505
C 2.495 2.209 -1.740 0.248
H 0.656 -3.876 -2.379 0.516
C -1.485 0.599 -4.383 -0.783
H 0.636 -2.699 4.395 0.421
H -5.105 2.714 2.038 0.480
C 3.756 4.477 -2.695 -0.661
C -3.760 -2.035 0.051 0.183
H 5.581 -0.756 3.385 0.525
C 3.577 2.083 -2.593 -0.196
N -1.449 -0.528 -0.662 0.015
H 3.958 1.105 -2.842 0.591
C -4.859 2.340 -1.714 -0.927
H -4.252 0.436 1.636 0.448
H -4.044 0.362 -1.528 0.349
H -3.019 5.159 -2.043 0.493
S -1.565 -0.542 0.947 1.613
H 2.344 5.577 -1.520 0.464
C -4.562 3.685 -1.862 -0.694
N 1.171 0.749 0.363 -0.560
H 4.181 -1.906 5.094 0.371
H 1.956 -1.260 -5.489 0.487
H 1.367 -3.531 -4.707 0.461
H -1.850 -2.117 -2.405 0.426
C 1.879 -0.643 5.118 -0.916
C -2.216 3.189 -1.823 -0.141
H 2.914 -4.041 2.896 0.402
H 1.377 -4.787 3.361 0.453
H -1.231 1.644 -4.290 0.527
N 2.350 -1.575 4.093 0.920
H 4.073 -2.536 3.432 0.288
H -3.566 4.636 1.975 0.415
C -3.833 1.414 -1.630 -0.565
C 1.704 -1.433 -4.454 -1.339
C -4.057 2.563 1.832 -0.830
C 4.197 3.222 -3.083 -1.132
C -3.311 -2.111 2.410 -0.437
C -3.189 3.642 1.794 -0.934
O 2.882 -2.021 0.185 -0.578
C 0.977 -2.897 -2.702 -0.913
H -1.743 0.631 -6.504 0.469
H -5.418 -3.200 -0.627 0.504
Tl 1.692 -0.762 1.658 2.437
H -4.634 -3.312 3.580 0.454
C -3.008 -1.639 1.142 -0.116
H 2.800 1.249 4.531 0.299
H 0.122 0.620 3.517 0.075
H 1.320 1.388 5.480 0.519
C -2.522 1.849 -1.683 0.438
C 4.532 -0.476 3.518 -1.112
C 1.749 -0.379 -3.556 -0.525
C -1.524 -0.187 -3.244 0.421
N 1.093 0.897 3.416 -0.194
H 4.038 0.931 2.090 0.189
C -2.087 -1.321 -5.685 -0.603
N 0.106 1.445 -1.709 -0.608
C -2.125 -2.099 -4.540 -0.979
H 0.857 -0.922 5.386 0.495
C -3.245 4.112 -1.913 -0.749
C -1.358 2.174 1.291 1.278
H -0.322 1.974 1.049 -0.171
H 2.081 -3.363 5.204 0.391
C -5.162 -3.337 1.498 -0.614
C -2.235 1.104 1.341 0.080
H -3.484 -1.686 -0.931 0.063
C 1.709 -2.878 4.290 -0.840
S 3.889 -1.279 -0.632 1.257
H 4.250 5.363 -3.066 0.417
C -1.842 -1.531 -3.309 0.110
C -1.767 0.027 -5.611 -0.874
C 3.807 -1.703 4.079 -0.854

16
Properties=species:S:1:pos:R:3:nbo_charge:R:1 method="wB97M-V/def2-TZVPD" de_lowest_kj_mol=363.5 energy_ev=-81374.075 smiles="C/C(NO)=C(/CBr)N=O" homo_energy_ha=-0.3007 lumo_ha=-0.003
H -2.222 -0.543 1.082 0.228
N -0.036 -1.469 -0.313 -0.324
H 2.681 1.140 0.445 0.254
H -1.355 -2.826 0.549 0.484
O 0.895 2.952 0.747 -0.371
C 0.529 0.771 0.186 -0.099
H 2.319 -0.485 0.017 0.215
Br 2.088 1.211 -2.008 -0.046
C -1.882 0.069 0.246 -0.671
H -2.086 1.072 0.431 0.267
N 0.137 2.008 0.533 0.055
H 0.865 -1.458 -0.900 0.426
O -1.012 -2.572 -0.304 -0.553
C -0.469 -0.171 0.032 0.331
C 1.976 0.548 -0.108 -0.441
H -2.430 -0.245 -0.637 0.245

18
Properties=species:S:1:pos:R:3:nbo_charge:R:1 method="wB97M-V/def2-TZVPD" de_lowest_kj_mol=230.1 energy_ev=-21769.713 homo_energy_ha=-0.3153 lumo_ha=-0.018
H -0.657 2.507 0.036 0.122
O 0.356 2.475 -1.815 -0.720
C 0.405 -2.808 -0.029 0.074
O 1.049 0.614 0.390 -0.718
C -0.119 0.500 -0.393 -0.014
H 0.856 1.317 0.921 0.456
C -0.497 1.877 -0.936 -0.053
H -0.180 -2.978 -0.900 0.134
H 1.313 2.275 -1.759 0.490
O 0.789 -1.674 2.227 -0.990
O 1.614 -2.881 0.109 -0.520
H -2.157 -0.196 0.007 0.207
H -1.352 0.715 1.351 0.210
H 1.509 -1.352 1.550 0.525
C -1.225 0.064 0.479 -0.534
P -0.488 -2.139 1.407 0.952
H 0.267 -0.073 -1.266 0.195
H -1.483 1.757 -1.377 0.182